Record 1
The following is a DFT calculation (the ωB97M-V functional and the def2-TZVPD basis) of an isolated molecule of C11H17N3O4 in a non-equilibrium geometry.

Element x y z (Å)
C  3.183  0.072  1.216
C  2.269  1.128  0.505
O  0.895  0.777  0.755
C  0.608  1.004  2.200
C  -0.743  0.893  2.313
C  -1.364  -0.563  2.399
N  -1.049  -1.196  0.829
C  0.069  -1.787  0.418
O  0.815  -2.163  1.101
C  0.048  -2.032  -1.036
C  -0.571  -0.935  -1.838
C  -1.382  -0.961  -3.002
C  -2.254  -0.153  -3.645
O  -2.822  -0.250  -4.650
N  -1.998  1.262  -3.046
C  -1.165  1.729  -2.122
O  -1.031  2.761  -1.658
N  -0.539  0.379  -1.615
H  4.200  0.071  0.700
H  3.498  0.321  2.280
H  2.880  -0.875  1.094
H  2.625  1.989  0.986
H  2.545  1.118  -0.492
H  1.109  0.286  2.983
H  0.806  2.035  2.627
H  -1.420  1.466  1.768
H  -1.207  0.909  3.387
H  -0.696  -1.379  2.774
H  -2.303  -0.676  2.529
H  -1.636  -0.963  0.098
H  1.073  -1.851  -1.300
H  -0.361  -2.857  -1.258
H  -1.747  -2.197  -3.050
H  -2.298  1.954  -3.659
H  -0.037  0.683  -0.590

Properties
- frontier orbital gap (eV) = 8.87
- SMILES string = CCOCCCNC(=O)Cc1cc(=O)[nH]c(=O)[nH]1
- ΔE to the lowest compared entry with this formula, charge and spin (kJ/mol) = 966.8
- HOMO energy (eV) = -8.278
- total charge = 0
- max |F| (eV/Å) = 17.72
- E (a.u.) = -894.2913
- spin multiplicity = 1



Record 2
The following is a DFT calculation (the ωB97M-V functional and the def2-TZVPD basis) of an isolated molecule of C11H17N3O4S.

Element x y z (Å)
C  -3.430  0.650  4.410
C  -4.139  1.227  3.190
C  -3.196  1.962  2.237
C  -2.196  1.031  1.555
C  -1.347  1.788  0.538
O  -0.459  0.906  -0.152
C  0.701  0.624  0.424
O  1.081  1.059  1.477
C  1.496  -0.363  -0.413
C  1.209  -1.781  0.065
S  1.013  -0.145  -2.169
C  2.381  -0.878  -2.941
N  3.353  -1.388  -2.266
N  4.390  -1.924  -2.934
C  4.531  -1.990  -4.296
O  5.485  -2.482  -4.840
N  3.460  -1.437  -4.982
C  2.339  -0.858  -4.419
O  1.444  -0.397  -5.081
H  -4.155  0.218  5.096
H  -2.729  -0.130  4.125
H  -2.884  1.430  4.936
H  -4.645  0.424  2.649
H  -4.905  1.930  3.527
H  -2.652  2.731  2.790
H  -3.791  2.462  1.470
H  -1.531  0.586  2.296
H  -2.729  0.227  1.042
H  -1.968  2.234  -0.241
H  -0.759  2.564  1.038
H  2.561  -0.142  -0.334
H  1.809  -2.489  -0.500
H  0.156  -2.018  -0.068
H  1.462  -1.867  1.120
H  5.127  -2.303  -2.354
H  3.515  -1.463  -5.995

Properties
- frontier orbital gap (eV) = 8.86
- SMILES string = CCCCCOC(=O)[C@@H](C)Sc1n[nH]c(=O)[nH]c1=O
- ΔE to the lowest compared entry with this formula, charge and spin (kJ/mol) = 6.4
- HOMO energy (eV) = -8.850
- total charge = 0
- max |F| (eV/Å) = 0.94
- E (a.u.) = -1292.8145
- spin multiplicity = 1



Record 3
The following is a DFT calculation (the ωB97M-V functional and the def2-TZVPD basis) of the ion C11H17N4 with charge +1 in a non-equilibrium geometry.

Element x y z (Å)
C  4.940  0.018  -0.095
C  4.440  -0.091  1.161
C  3.975  0.252  -1.117
C  3.084  -0.073  1.402
C  2.639  0.240  -0.897
C  2.073  0.027  0.395
C  0.635  -0.010  0.743
C  -2.297  1.536  -0.692
C  -2.312  0.774  0.630
C  -3.602  0.437  1.429
C  0.038  -1.285  -1.183
N  -0.318  -0.502  0.005
N  -1.657  -0.537  0.394
N  -2.458  -1.314  -0.419
N  -3.335  1.571  -1.443
H  5.948  0.049  -0.340
H  5.206  -0.211  1.930
H  4.403  0.434  -2.169
H  2.778  -0.039  2.439
H  1.980  0.648  -1.648
H  -1.627  1.173  1.466
H  -3.418  -0.488  2.034
H  -4.498  0.211  0.818
H  -3.726  1.155  2.184
H  0.961  -1.755  -1.219
H  -0.632  -2.094  -1.159
H  -0.109  -0.612  -2.010
H  -3.075  -0.820  -1.076
H  -3.089  -2.034  0.171
H  0.546  0.186  1.783
H  -4.247  1.093  -1.235
H  -3.246  2.059  -2.284

Properties
- frontier orbital gap (eV) = 7.33
- ΔE to the lowest compared entry with this formula, charge and spin (kJ/mol) = 680.1
- HOMO energy (eV) = -11.502
- total charge = +1
- max |F| (eV/Å) = 4.00
- E (a.u.) = -647.9344
- spin multiplicity = 1



Record 4
The following is a DFT calculation (the ωB97M-V functional and the def2-TZVPD basis) of a cluster of 2 separate species, C11H17NO2S in total in a non-equilibrium geometry.

Element x y z (Å)
C  -1.088  0.758  -4.620
C  -1.768  -0.228  -3.911
C  0.020  1.397  -4.082
C  -1.290  -0.592  -2.591
C  0.364  1.241  -2.774
C  -0.293  0.192  -2.080
C  -0.584  -0.754  0.970
C  -1.643  0.411  3.718
C  0.922  0.206  3.576
C  2.229  -1.841  -0.053
C  -0.365  -0.465  3.961
N  1.755  -0.435  -0.383
O  0.439  1.716  -0.072
O  -0.360  -1.620  4.359
S  0.140  -0.041  -0.273
H  -1.307  0.818  -5.718
H  -2.693  -0.578  -4.234
H  0.731  1.851  -4.734
H  -1.576  -1.413  -1.991
H  1.073  1.849  -2.287
H  -1.594  -0.867  0.925
H  -1.925  0.316  2.582
H  -1.563  1.369  3.964
H  -2.337  -0.070  4.383
H  1.443  0.699  4.438
H  1.761  -0.520  3.143
H  0.669  1.036  2.941
H  1.351  -2.388  0.348
H  2.535  -2.334  -0.985
H  2.861  -1.742  0.828
H  2.379  0.231  0.077
H  -0.286  1.798  0.575

Properties
- frontier orbital gap (alpha / beta) (eV) = 5.46 / 7.00
- ΔE to the lowest compared entry with this formula, charge and spin (kJ/mol) = 674.9
- HOMO energy (alpha / beta) (eV) = -4.890 / -8.932
- total charge = 0
- max |F| (eV/Å) = 6.82
- E (a.u.) = -1032.3780
- spin multiplicity = 3



Record 5
The following is a DFT calculation (the ωB97M-V functional and the def2-TZVPD basis) of a structure of composition C11H17NO2S2 in a non-equilibrium geometry.

Element x y z (Å)
C  -0.617  0.628  -4.522
C  -0.358  0.936  -3.079
C  0.928  0.858  -2.557
C  1.171  1.164  -1.228
C  0.121  1.549  -0.419
C  -1.164  1.639  -0.917
C  -1.401  1.332  -2.245
H  -2.403  1.400  -2.643
H  -1.956  1.946  -0.252
S  0.403  1.959  1.304
O  1.680  1.389  1.694
O  0.247  3.374  1.449
N  -0.845  1.237  2.067
S  -0.842  -0.237  2.593
C  0.563  -0.431  3.754
H  1.444  0.026  3.317
H  0.280  0.095  4.660
H  0.702  -1.486  3.960
C  -0.312  -1.413  1.215
C  1.184  -1.584  1.049
H  1.692  -0.624  1.079
H  1.593  -2.226  1.826
H  1.388  -2.048  0.085
C  -1.024  -2.727  1.490
H  -2.095  -2.571  1.588
H  -0.848  -3.427  0.675
H  -0.656  -3.177  2.409
H  -0.737  -0.932  0.330
H  2.163  1.112  -0.808
H  1.746  0.557  -3.196
H  -0.579  1.548  -5.107
H  -1.602  0.188  -4.654
H  0.134  -0.052  -4.916

Properties
- frontier orbital gap (eV) = 9.72
- ΔE to the lowest compared entry with this formula, charge and spin (kJ/mol) = 0.0
- HOMO energy (eV) = -9.165
- total charge = 0
- max |F| (eV/Å) = 1.54
- E (a.u.) = -1430.9126
- spin multiplicity = 1



Record 6
The following is a DFT calculation (the ωB97M-V functional and the def2-TZVPD basis) of an isolated molecule of C11H17NOS in a non-equilibrium geometry.

Element x y z (Å)
C  2.959  0.965  0.127
C  -0.164  -0.964  -0.752
C  -1.472  -0.988  -0.393
C  2.765  -1.789  1.208
C  3.713  -1.605  0.290
C  0.820  0.051  -0.554
C  3.314  2.364  0.720
C  -2.347  -2.125  -0.702
C  -2.224  1.836  -1.261
C  -2.946  1.034  -0.172
C  -1.928  0.168  0.580
N  1.734  0.647  -0.086
O  -2.477  -0.449  1.735
S  4.105  -0.133  -0.538
H  0.196  -1.568  -1.584
H  2.771  -2.720  1.873
H  1.763  -1.390  1.352
H  4.491  -2.332  0.067
H  3.922  2.168  1.679
H  2.439  2.848  1.061
H  3.845  3.027  0.070
H  -2.734  -2.207  -1.802
H  -3.249  -2.129  -0.030
H  -1.931  -3.177  -0.710
H  -2.540  2.894  -1.123
H  -2.218  1.759  -2.383
H  -1.119  1.912  -0.970
H  -3.474  1.708  0.565
H  -3.622  0.309  -0.628
H  -1.100  0.725  0.826
H  -3.290  -0.839  1.532

Properties
- frontier orbital gap (alpha / beta) (eV) = 7.32 / 7.32
- ΔE to the lowest compared entry with this formula, charge and spin (kJ/mol) = 553.2
- HOMO energy (alpha / beta) (eV) = -6.651 / -6.652
- total charge = 0
- max |F| (eV/Å) = 4.65
- E (a.u.) = -957.3183
- spin multiplicity = 1